No. 1
# CH3FOS2

The molecule CH3FOS2 (the ωB97M-V functional and the def2-TZVPD basis, the OMol25 dataset).

HOMO energy: -9.430 eV
Net charge: 0
LUMO energy: -0.04693 Ha
Spin multiplicity: 1

Last column: Mulliken charge in e.
Atoms and positions in Å:
1 C 0.6677 -0.1945 0.3871  -0.801
2 O 1.7502 -2.2380 1.3438  -0.490
3 F -0.6956 -1.4643 -2.4559  -0.167
4 S -0.6205 -2.2918 -1.1499  0.043
5 S 1.5517 -1.6637 -0.0837  0.440
6 H 0.0149 0.0845 -0.4843  0.349
7 H -0.0760 -0.6527 1.1718  0.331
8 H 1.2776 0.5942 0.9422  0.294


No. 2
# CH3FP2

The molecule CH3FP2 (the ωB97M-V functional and the def2-TZVPD basis, the OMol25 dataset).

HOMO energy: -9.007 eV
Net charge: 0
LUMO energy: 0.00670 Ha
Spin multiplicity: 1

Last column: Mulliken charge in e.
Atoms and positions in Å:
1 H 1.7069 -1.7022 -0.0842  -0.005
2 P 2.6091 -0.6547 0.1240  -0.094
3 C 1.2706 0.3522 0.0733  0.225
4 F 1.4494 1.6559 -0.1547  -0.206
5 P -0.6937 0.1043 0.2648  -0.043
6 H -0.8611 -0.6349 1.3734  0.058
7 H -0.6488 1.3825 0.8322  0.065


No. 3
# CH3FP2

A cluster of 2 separate species, CH3FP2 in total (the ωB97M-V functional and the def2-TZVPD basis, the OMol25 dataset).

HOMO energy: -9.690 eV
Net charge: 0
LUMO energy: 0.02729 Ha
Spin multiplicity: 1

Last column: Mulliken charge in e.
Atoms and positions in Å:
1 F 2.1198 -0.3690 0.0424  -0.166
2 C 2.2968 0.8416 0.3680  0.358
3 P 2.4327 2.3728 0.7251  -0.197
4 P -1.4841 -1.0806 -0.5619  -0.130
5 H -2.7749 -1.4017 -0.2125  0.048
6 H -1.4046 0.2642 -1.0887  0.059
7 H -1.1857 -0.6274 0.7277  0.028


In order of appearance, energy relative to the best compared isomer or geometry (same formula, charge and spin) = 169.0, 124.9, 204.5 kJ/mol.